# 1
Here is a structure of composition C22H49N2P3S2Ti from the Open Molecules 2025 dataset. Energies are from ωB97M-V/def2-TZVPD.

XYZ file:
```
79
Properties=species:S:1:pos:R:3
Ti 0.32 -0.08 -0.53
P -0.76 1.95 0.56
P -2.68 -0.94 -1.23
P 2.53 1.00 -0.22
H 0.57 -1.83 -6.97
C 1.57 -1.99 -6.52
C 1.87 -3.08 -5.79
H 1.08 -3.77 -5.44
C -0.95 3.24 -0.70
C -2.39 1.97 1.38
C 0.18 2.83 1.86
C -3.35 -2.25 -2.27
C -3.08 -1.36 0.45
C -3.37 0.61 -1.80
C 3.79 0.15 -1.25
C 3.30 0.93 1.46
C 2.77 2.76 -0.69
H 2.34 -1.27 -6.77
H 2.92 -3.41 -5.59
H -1.36 4.14 -0.21
H -1.64 2.91 -1.48
H 0.01 3.48 -1.16
H -2.52 2.96 1.83
H -2.46 1.22 2.18
H -3.21 1.81 0.69
H -0.47 3.61 2.27
H 1.09 3.30 1.47
H 0.46 2.16 2.67
H -4.44 -2.25 -2.12
H -2.90 -3.20 -1.95
H -3.11 -2.08 -3.33
H -3.65 -0.56 0.93
H -2.17 -1.55 1.04
H -3.67 -2.27 0.42
H -4.42 0.40 -2.07
H -2.82 0.97 -2.68
H -3.34 1.39 -1.03
H 4.73 0.73 -1.30
H 3.42 0.00 -2.27
H 4.00 -0.84 -0.83
H 4.30 1.40 1.48
H 3.40 -0.11 1.78
H 2.67 1.44 2.19
H 3.83 3.00 -0.84
H 2.37 3.45 0.07
H 2.24 2.96 -1.63
C 0.54 -1.61 -3.05
C 0.63 -0.24 -3.42
C -0.26 0.22 -4.38
C -1.05 -0.67 -5.12
C -1.01 -2.04 -4.85
C -0.20 -2.52 -3.84
S 0.92 -2.24 -1.49
H -1.26 -1.09 -1.54
H 1.44 0.38 -3.00
H -0.33 1.29 -4.61
H -1.62 -0.29 -5.96
H -1.56 -2.75 -5.48
H -0.08 -3.57 -3.67
C 1.53 1.00 5.39
C 0.10 0.65 5.11
N -0.14 0.09 3.78
C 0.56 -0.92 3.24
S 0.40 -1.28 1.51
N 1.37 -1.67 4.04
C 0.98 -2.23 5.37
C -0.45 -2.69 5.43
H 2.20 0.16 5.22
H 1.60 1.29 6.45
H 1.88 1.85 4.78
H -0.29 -0.05 5.86
H -0.52 1.55 5.22
H -0.85 0.52 3.18
H 1.94 -2.33 3.49
H 1.65 -3.08 5.55
H 1.17 -1.48 6.16
H -0.69 -3.31 4.57
H -0.60 -3.33 6.31
H -1.17 -1.87 5.48
```

Summary:
LUMO (alpha / beta) ... -10.080 / -9.639 eV
Multiplicity ... 2
Charge ... +3
HOMO level (alpha / beta) ... -0.578 / -0.578 hartree
<S²> ... 0.773


# 2
Here is a structure of composition C12H18CaF9N2O12 from the Open Molecules 2025 dataset. Energies are from ωB97M-V/def2-TZVPD.

XYZ file:
```
54
Properties=species:S:1:pos:R:3
Ca 1.41 -0.77 1.71
N 5.49 -4.21 4.69
O 4.93 -3.27 4.10
O 5.21 -5.33 4.31
O 6.18 -3.98 5.73
N 3.70 4.16 0.85
O 4.01 5.18 0.26
O 4.61 3.58 1.49
O 2.66 3.55 0.60
C -1.48 3.24 5.38
O -0.95 4.43 4.93
O -0.32 2.39 5.37
C -2.25 3.60 6.70
F -2.61 2.59 7.54
F -1.56 4.40 7.48
F -3.45 4.22 6.50
C -1.78 5.27 4.10
C -1.06 6.60 3.96
H -0.76 6.74 2.92
H -1.67 7.40 4.38
H -0.14 6.54 4.53
H -2.83 5.21 4.38
H -1.81 4.76 3.13
H -2.22 2.82 4.69
C -3.22 -3.50 -0.08
O -3.27 -2.14 -0.46
O -1.98 -3.54 0.70
C -4.60 -4.21 0.39
F -4.37 -5.40 0.87
F -5.14 -3.53 1.40
F -5.57 -4.35 -0.45
C -3.99 -1.73 -1.64
C -3.69 -0.22 -1.78
H -2.62 -0.01 -1.77
H -3.94 0.11 -2.79
H -4.03 0.37 -0.93
H -5.06 -1.93 -1.62
H -3.63 -2.22 -2.55
H -3.06 -3.98 -1.05
C 3.58 -1.46 -4.66
O 2.61 -2.42 -5.05
O 3.64 -1.68 -3.28
C 4.83 -1.48 -5.53
F 5.18 -2.78 -5.69
F 4.57 -0.97 -6.73
F 5.91 -0.74 -5.15
C 2.02 -2.18 -6.41
C 1.49 -3.56 -6.76
H 0.85 -3.54 -7.64
H 2.34 -4.24 -6.86
H 0.84 -3.88 -5.94
H 2.64 -1.83 -7.23
H 1.08 -1.66 -6.20
H 3.28 -0.44 -4.87
```

Summary:
LUMO ... 1.595 eV
Multiplicity ... 1
Charge ... -3
HOMO level ... -0.043 hartree


# 3
Here is a cluster of 11 separate species, C41H107N3O14 in total from the Open Molecules 2025 dataset. Energies are from ωB97M-V/def2-TZVPD.

XYZ file:
```
165
Properties=species:S:1:pos:R:3
C -12.82 5.86 -0.47
C -13.86 6.89 -0.89
O -15.07 6.48 -0.30
H -11.78 5.98 -0.78
H -13.08 4.90 -0.91
H -12.76 5.72 0.61
H -13.94 7.03 -1.97
H -13.53 7.82 -0.41
H -14.90 6.42 0.64
C -6.23 -0.24 -1.28
O -7.23 -0.57 -0.32
C -7.65 -1.94 -0.34
C -8.83 -2.14 0.62
N -9.81 -1.14 0.38
C -10.98 -1.18 1.23
C -12.14 -0.34 0.65
O -11.75 1.01 0.91
C -12.71 2.01 0.62
H -5.32 -0.79 -1.07
H -5.99 0.81 -1.13
H -6.53 -0.29 -2.33
H -6.84 -2.63 -0.10
H -8.00 -2.14 -1.35
H -8.48 -1.98 1.64
H -9.19 -3.15 0.45
H -9.39 -0.22 0.31
H -10.81 -0.83 2.25
H -11.22 -2.23 1.45
H -13.08 -0.57 1.15
H -12.31 -0.48 -0.42
H -13.55 2.04 1.30
H -13.08 1.90 -0.40
H -12.18 2.96 0.67
C -11.99 5.21 5.10
O -10.69 4.81 4.60
C -10.81 4.29 3.20
C -9.38 4.36 2.59
N -8.42 3.40 3.17
C -8.83 1.99 2.85
C -7.82 1.00 3.41
O -7.86 1.02 4.86
C -7.38 -0.21 5.39
H -12.75 4.42 5.11
H -12.47 6.01 4.55
H -11.89 5.59 6.12
H -11.41 5.03 2.67
H -11.28 3.31 3.21
H -8.96 5.35 2.73
H -9.50 4.17 1.52
H -7.63 3.55 2.56
H -8.90 1.91 1.77
H -9.79 1.67 3.25
H -6.80 1.25 3.11
H -8.03 -0.02 3.08
H -8.15 -0.96 5.53
H -7.12 0.06 6.41
H -6.54 -0.56 4.79
C -9.11 13.45 -8.29
O -10.49 12.98 -8.09
C -10.97 13.24 -6.72
C -12.47 12.92 -6.60
N -12.75 11.48 -6.45
C -14.22 11.20 -6.44
C -14.48 9.65 -6.49
O -14.31 9.07 -5.20
C -15.39 9.37 -4.31
H -8.32 12.90 -7.77
H -9.01 14.53 -8.19
H -8.91 13.31 -9.35
H -10.78 14.27 -6.41
H -10.44 12.53 -6.08
H -13.06 13.33 -7.42
H -12.92 13.47 -5.77
H -12.32 10.92 -7.17
H -14.69 11.71 -7.27
H -14.58 11.60 -5.49
H -13.77 9.18 -7.17
H -15.49 9.36 -6.79
H -15.27 8.76 -3.41
H -16.41 9.18 -4.63
H -15.32 10.41 -3.97
C -14.60 8.12 2.99
C -15.25 6.71 3.04
C -16.72 6.72 2.72
O -14.58 5.74 2.25
H -14.95 8.76 2.18
H -13.52 8.01 2.98
H -14.86 8.72 3.86
H -15.18 6.34 4.07
H -17.26 7.27 3.49
H -17.10 5.70 2.75
H -16.84 7.14 1.72
H -15.02 4.92 2.49
C -9.65 10.45 -3.21
C -10.90 9.98 -3.94
C -11.45 8.66 -3.39
O -11.95 10.98 -3.88
H -8.83 9.77 -3.46
H -9.67 10.56 -2.13
H -9.33 11.40 -3.64
H -10.58 9.83 -4.97
H -12.33 8.33 -3.93
H -11.67 8.70 -2.32
H -10.64 7.92 -3.44
H -12.36 10.85 -4.73
C -13.89 13.72 -0.41
C -13.63 12.41 -1.23
C -14.31 11.26 -0.60
O -14.10 12.46 -2.50
H -13.73 13.47 0.64
H -14.95 13.98 -0.44
H -13.27 14.55 -0.74
H -12.56 12.23 -1.24
H -14.05 10.31 -1.06
H -15.40 11.33 -0.63
H -14.03 11.18 0.45
H -13.54 11.95 -3.08
C -9.31 8.12 0.43
C -9.00 7.20 -0.76
C -7.70 7.57 -1.42
O -8.84 5.87 -0.27
H -10.38 8.13 0.64
H -9.06 9.16 0.20
H -8.85 7.79 1.36
H -9.81 7.30 -1.48
H -7.56 7.05 -2.37
H -6.82 7.32 -0.82
H -7.58 8.59 -1.77
H -9.17 5.38 -1.02
C -16.39 3.75 0.42
C -16.92 3.57 -1.03
C -18.37 3.69 -1.21
O -16.28 4.53 -1.79
H -16.83 4.63 0.87
H -15.30 3.83 0.44
H -16.63 2.92 1.08
H -16.54 2.56 -1.23
H -18.60 3.31 -2.20
H -18.71 4.71 -1.05
H -18.84 3.02 -0.49
H -15.90 5.26 -1.28
C -11.03 2.52 -2.67
C -9.92 3.12 -1.86
C -8.62 2.31 -2.01
O -9.53 4.41 -2.35
H -10.70 2.55 -3.70
H -11.85 3.24 -2.67
H -11.32 1.53 -2.29
H -10.08 3.21 -0.79
H -8.27 2.25 -3.04
H -8.68 1.27 -1.67
H -7.88 2.90 -1.47
H -9.96 4.61 -3.18
C -12.14 5.31 -6.78
C -11.61 5.77 -5.36
C -12.64 5.35 -4.39
O -10.47 5.07 -5.03
H -11.37 5.61 -7.49
H -13.12 5.70 -7.04
H -12.29 4.24 -6.92
H -11.35 6.83 -5.40
H -13.58 5.92 -4.48
H -12.29 5.51 -3.38
H -12.91 4.30 -4.50
H -9.80 5.30 -5.67
```

Summary:
LUMO (alpha / beta) ... -2.345 / -7.567 eV
Multiplicity ... 2
Charge ... +1
HOMO level (alpha / beta) ... -0.387 / -0.387 hartree
<S²> ... 0.754


# 4
Here is an isolated molecule of C12H15N from the Open Molecules 2025 dataset. Energies are from ωB97M-V/def2-TZVPD.

XYZ file:
```
28
Properties=species:S:1:pos:R:3
C 1.28 0.69 1.88
C 1.46 0.80 0.41
C 2.94 0.60 -0.11
C 0.63 -0.25 -0.31
C 0.76 -0.14 -1.85
C 1.23 -1.60 0.17
N 1.59 -2.63 0.45
C -0.85 -0.21 -0.06
C -1.56 -1.40 -0.09
C -2.92 -1.39 -0.03
C -3.60 -0.15 0.08
C -2.81 1.02 0.23
C -1.46 1.00 0.13
H 0.37 0.03 2.17
H 2.19 0.12 2.23
H 1.20 1.64 2.51
H 0.98 1.79 -0.01
H 3.07 -0.43 -0.28
H 2.96 0.96 -1.11
H 3.78 1.00 0.39
H 1.17 -1.11 -2.33
H 1.43 0.67 -2.17
H -0.28 -0.15 -2.29
H -1.05 -2.37 -0.19
H -3.39 -2.24 -0.29
H -4.62 -0.18 0.16
H -3.49 1.99 0.05
H -1.00 1.92 0.26
```

Summary:
LUMO ... 0.784 eV
Multiplicity ... 1
SMILES ... CC(C)[C@@](C)(C#N)c1ccccc1
HOMO level ... -0.341 hartree